# 1
Density functional theory data (wB97M-V/def2-TZVPD) for a structure of composition C58H68Ge2N2P2PdSi3 at a distorted geometry.

Energy (eV): -222957.884
<S²>: 0.76
Energy relative to the best compared isomer or geometry (same formula, charge and spin) (kJ/mol): 22.4
Multiplicity: 2
Strongest force on any atom (Eh/bohr): 0.0384
Kohn-Sham gap (alpha / beta) (eV): 7.185 / 5.842
Net charge: -1

```
136
C58H68Ge2N2P2PdSi3 wB97M-V/def2-TZVPD
Pd -1.07 -0.37 -0.32
C 2.29 -4.61 2.41
Si 1.97 -3.93 0.69
C 1.08 -5.30 -0.21
C 3.64 -3.74 -0.15
N 1.05 -2.50 0.66
P 1.36 -1.15 1.43
C 0.67 0.22 0.66
P 0.53 1.87 1.15
N -0.24 2.73 0.08
Si -0.69 4.37 0.14
C -1.22 4.92 -1.58
C -2.15 4.73 1.25
C 0.68 5.55 0.64
C 2.26 2.51 1.36
C 3.01 2.51 2.53
C 4.34 2.92 2.53
C 4.94 3.34 1.35
C 4.21 3.34 0.17
C 2.88 2.92 0.18
C -0.22 2.03 2.82
C 0.09 3.10 3.65
C -0.57 3.28 4.87
C -1.57 2.40 5.25
C -1.91 1.34 4.42
C -1.24 1.16 3.22
C 0.82 -1.29 3.18
C -0.10 -2.27 3.52
C -0.57 -2.39 4.82
C -0.10 -1.54 5.81
C 0.83 -0.56 5.49
C 1.29 -0.44 4.19
C 3.18 -0.88 1.62
C 3.95 -1.34 2.68
C 5.34 -1.19 2.68
C 5.97 -0.58 1.60
C 5.21 -0.13 0.53
C 3.84 -0.28 0.54
H 2.98 -5.45 2.35
H 1.36 -4.96 2.87
H 2.72 -3.86 3.08
H 1.69 -6.22 -0.15
H 0.95 -5.06 -1.27
H 0.10 -5.51 0.23
H 4.02 -4.72 -0.46
H 4.38 -3.28 0.51
H 3.54 -3.11 -1.04
H -1.56 4.08 -2.18
H -0.40 5.42 -2.12
H -2.05 5.63 -1.52
H -3.05 4.23 0.87
H -2.34 5.81 1.29
H -1.99 4.38 2.28
H 1.57 5.42 0.01
H 0.99 5.43 1.68
H 0.32 6.58 0.51
H 2.56 2.19 3.46
H 4.91 2.89 3.45
H 5.98 3.66 1.35
H 4.67 3.66 -0.76
H 2.31 2.92 -0.74
H 0.84 3.82 3.35
H -0.31 4.12 5.50
H -2.08 2.54 6.20
H -2.69 0.65 4.71
H -1.49 0.32 2.59
H -0.44 -2.94 2.74
H -1.28 -3.17 5.07
H -0.46 -1.63 6.83
H 1.20 0.11 6.26
H 2.01 0.32 3.94
H 3.48 -1.82 3.53
H 5.92 -1.55 3.52
H 7.05 -0.47 1.60
H 5.70 0.35 -0.31
H 3.24 0.08 -0.29
C -0.11 0.52 -5.07
Ge -0.58 2.02 -3.89
C 1.16 2.58 -3.18
C -1.26 3.45 -5.00
Ge -1.82 0.98 -2.13
C -3.19 1.94 -1.03
C -4.12 2.84 -1.53
C -5.20 3.25 -0.76
C -5.39 2.74 0.52
C -4.47 1.84 1.04
C -3.37 1.46 0.28
C -3.34 0.11 -3.20
C -4.21 -0.79 -2.56
C -5.30 -1.34 -3.21
C -5.58 -1.00 -4.53
C -4.75 -0.10 -5.18
C -3.65 0.44 -4.52
H 0.34 0.89 -5.99
H -0.97 -0.10 -5.32
H 0.62 -0.11 -4.55
H 1.78 2.98 -3.99
H 1.64 1.70 -2.76
H 1.06 3.34 -2.40
H -0.44 3.67 -5.69
H -1.50 4.34 -4.42
H -2.13 3.14 -5.57
H -4.02 3.22 -2.55
H -5.92 3.96 -1.17
H -6.24 3.06 1.11
H -4.59 1.45 2.05
H -2.59 0.82 0.69
H -4.03 -1.06 -1.52
H -5.94 -2.04 -2.68
H -6.43 -1.43 -5.04
H -4.95 0.17 -6.21
H -3.03 1.15 -5.06
C 3.14 -2.37 -4.03
C 2.11 -3.25 -4.35
C 0.90 -3.18 -3.67
C 0.70 -2.25 -2.64
C 1.74 -1.37 -2.34
C 2.95 -1.43 -3.02
Si -1.01 -2.12 -1.86
C -1.80 -3.51 -0.87
C -2.15 -3.39 0.48
C -2.88 -4.39 1.12
C -3.27 -5.52 0.43
C -2.95 -5.65 -0.92
C -2.23 -4.65 -1.56
H 4.08 -2.42 -4.56
H 2.24 -3.97 -5.15
H 0.10 -3.85 -3.96
H 1.60 -0.64 -1.55
H 3.74 -0.74 -2.77
H -1.85 -2.18 -3.07
H -1.84 -2.53 1.05
H -3.13 -4.27 2.17
H -3.83 -6.30 0.93
H -3.26 -6.53 -1.47
H -2.00 -4.76 -2.61
```

---

# 2
Density functional theory data (wB97M-V/def2-TZVPD) for a cluster of 8 separate species, C58H72F10N12O4PS2 in total at a distorted geometry.

Energy (eV): -145504.879
Energy relative to the best compared isomer or geometry (same formula, charge and spin) (kJ/mol): 185.5
Strongest force on any atom (Eh/bohr): 0.0713
Kohn-Sham gap (eV): 6.804
Net charge: +1

```
159
C58H72F10N12O4PS2 wB97M-V/def2-TZVPD
C 5.31 0.96 1.13
C 3.88 1.01 0.42
O 4.14 1.04 -1.00
C 3.05 2.27 0.87
N 1.62 2.16 0.56
C 0.79 1.89 1.74
C -0.62 1.33 1.27
O -0.71 -0.10 1.48
C -0.05 -0.73 0.43
C 0.69 -2.11 0.78
C 0.38 -2.80 2.15
C -1.04 -3.47 2.26
C -2.05 -2.75 3.22
F -2.82 -1.93 2.40
F -1.49 -1.90 4.12
C -3.07 -3.79 3.82
F -4.24 -3.11 4.05
F -3.38 -4.74 2.90
S -2.58 -4.60 5.43
F -2.71 -3.24 6.28
F -0.99 -4.44 5.17
F -2.49 -6.06 4.66
F -4.17 -4.93 5.71
F -2.24 -5.37 6.82
N 0.84 -2.92 -0.50
S 2.61 -2.77 -0.89
C 0.61 -4.44 -0.48
N 1.54 -5.04 -1.49
C 0.24 -2.06 -1.57
C -0.04 -2.63 -3.01
C 0.97 -2.07 -4.10
C 0.27 -1.02 -5.05
O -0.67 -1.43 -5.69
N 0.79 0.32 -5.15
C -0.09 1.30 -4.53
C 0.52 2.53 -3.97
C -0.26 3.56 -3.30
C -1.74 3.41 -3.16
C -2.34 2.21 -3.75
C -1.53 1.17 -4.40
C -0.83 -1.05 -0.93
F -0.65 0.09 -1.76
P -2.65 -1.56 -0.85
N -2.94 -3.09 -1.64
O -3.42 -0.42 -1.82
H 5.42 0.03 1.73
H 6.13 0.95 0.37
H 5.50 1.85 1.78
H 3.32 0.06 0.65
H 4.68 0.27 -1.21
H 3.45 3.12 0.27
H 3.23 2.46 1.96
H 1.28 2.99 0.07
H 1.23 1.08 2.39
H 0.57 2.81 2.34
H -1.46 1.81 1.82
H -0.71 1.59 0.18
H 0.82 -0.12 0.04
H 1.74 -1.75 0.95
H 0.62 -2.07 2.95
H 1.13 -3.63 2.25
H -1.51 -3.47 1.24
H -0.95 -4.53 2.58
H 3.28 -3.30 0.20
H -0.41 -4.75 -0.82
H 0.85 -4.94 0.48
H 2.11 -5.74 -0.99
H 1.02 -5.55 -2.20
H 1.08 -1.34 -1.78
H -0.12 -3.74 -3.07
H -1.04 -2.24 -3.33
H 1.91 -1.65 -3.65
H 1.28 -2.92 -4.75
H 1.62 0.30 -4.55
H 1.61 2.72 -4.05
H 0.19 4.47 -2.86
H -2.35 4.17 -2.64
H -3.44 2.13 -3.66
H -2.07 0.29 -4.79
H -2.22 -3.78 -1.42
H -3.10 -3.00 -2.65
H -4.20 -0.08 -1.34
N -1.10 6.92 -4.26
C -2.18 6.53 -4.93
C -2.65 7.12 -6.09
C -1.95 8.21 -6.59
C -0.81 8.64 -5.91
C -0.43 7.97 -4.76
H -2.70 5.68 -4.49
H -3.53 6.75 -6.58
H -2.27 8.71 -7.49
H -0.24 9.48 -6.27
H 0.45 8.27 -4.20
N 2.51 -8.03 0.41
C 1.33 -7.93 1.03
C 0.71 -8.98 1.67
C 1.34 -10.22 1.68
C 2.57 -10.34 1.05
C 3.11 -9.22 0.43
H 0.87 -6.95 0.99
H -0.25 -8.85 2.16
H 0.89 -11.07 2.17
H 3.10 -11.29 1.03
H 4.07 -9.27 -0.07
N -8.02 -8.39 7.25
C -7.27 -7.56 6.52
C -6.87 -6.30 6.94
C -7.27 -5.88 8.20
C -8.05 -6.72 8.98
C -8.39 -7.96 8.46
H -6.99 -7.93 5.54
H -6.27 -5.67 6.31
H -6.98 -4.90 8.57
H -8.37 -6.42 9.97
H -8.99 -8.65 9.04
N 2.58 5.33 1.25
C 3.35 6.15 0.53
C 3.78 7.40 0.97
C 3.37 7.82 2.22
C 2.57 6.99 2.99
C 2.20 5.76 2.46
H 3.64 5.78 -0.45
H 4.41 8.02 0.35
H 3.68 8.79 2.60
H 2.23 7.29 3.97
H 1.57 5.08 3.02
N 3.57 6.58 -7.00
C 2.23 6.66 -7.05
C 1.51 6.83 -8.22
C 2.21 6.92 -9.41
C 3.60 6.84 -9.38
C 4.22 6.67 -8.16
H 1.73 6.59 -6.09
H 0.43 6.88 -8.20
H 1.69 7.05 -10.35
H 4.18 6.91 -10.29
H 5.30 6.60 -8.09
N 6.46 4.39 -4.57
C 7.68 3.94 -4.29
C 8.65 3.69 -5.25
C 8.33 3.91 -6.58
C 7.07 4.38 -6.90
C 6.17 4.60 -5.86
H 7.89 3.78 -3.24
H 9.63 3.32 -4.96
H 9.06 3.72 -7.36
H 6.78 4.56 -7.93
H 5.17 4.97 -6.06
N -7.09 -2.63 9.95
C -6.35 -1.80 9.22
C -5.95 -0.55 9.65
C -6.34 -0.12 10.90
C -7.12 -0.96 11.68
C -7.46 -2.20 11.17
H -6.07 -2.18 8.24
H -5.34 0.08 9.01
H -6.05 0.85 11.27
H -7.45 -0.67 12.67
H -8.07 -2.90 11.74
```

---

# 3
Density functional theory data (wB97M-V/def2-TZVPD) for a structure of composition C58H73Ge2N4O2S5Y at a distorted geometry.

Energy (eV): -239651.073
Energy relative to the best compared isomer or geometry (same formula, charge and spin) (kJ/mol): 0.0
Strongest force on any atom (Eh/bohr): 0.0291
Kohn-Sham gap (eV): 8.125

```
145
C58H73Ge2N4O2S5Y wB97M-V/def2-TZVPD
Y -1.86 0.31 -1.79
C 1.94 -5.33 4.16
C 1.28 -3.98 4.14
C -0.09 -3.85 3.97
C -0.72 -2.62 4.03
C -2.23 -2.54 3.97
C 0.05 -1.47 4.22
C 1.44 -1.58 4.40
C 2.28 -0.36 4.68
C 2.03 -2.83 4.35
C -0.61 -0.14 4.38
C -0.92 0.25 5.69
C -1.54 1.45 5.94
C -1.84 2.30 4.89
C -1.53 1.95 3.58
C -0.90 0.72 3.32
Ge -0.66 0.15 1.41
S -2.63 -0.37 0.67
S 0.97 -1.38 0.95
Ge 1.49 -0.04 -0.83
S 0.55 -0.54 -2.71
S 0.27 1.72 0.03
C 3.46 0.26 -1.04
C 3.93 1.52 -1.41
C 5.30 1.72 -1.58
C 6.19 0.68 -1.39
C 5.72 -0.58 -1.07
C 4.35 -0.80 -0.89
C 3.94 -2.21 -0.64
C 4.06 -2.77 0.63
C 4.50 -1.94 1.81
C 3.80 -4.12 0.82
C 3.41 -4.94 -0.24
C 3.14 -6.40 -0.03
C 3.30 -4.37 -1.50
C 3.57 -3.03 -1.72
C 3.53 -2.48 -3.13
C 3.04 2.69 -1.63
C 2.81 3.61 -0.61
C 3.44 3.46 0.75
C 1.99 4.71 -0.86
C 1.44 4.94 -2.11
C 0.55 6.13 -2.37
C 1.74 4.05 -3.14
C 2.52 2.92 -2.92
C 2.82 1.97 -4.05
C -1.86 2.94 2.51
C -3.11 2.93 1.88
C -4.21 1.99 2.30
C -3.36 3.88 0.89
C -2.43 4.84 0.54
C -2.73 5.88 -0.51
C -1.21 4.87 1.22
C -0.92 3.93 2.20
C 0.37 4.00 2.97
H 1.28 -6.10 3.75
H 2.19 -5.62 5.18
H 2.86 -5.33 3.58
H -0.69 -4.75 3.82
H -2.66 -3.54 3.95
H -2.56 -2.00 3.09
H -2.61 -2.01 4.84
H 1.75 0.56 4.42
H 3.21 -0.39 4.13
H 2.52 -0.31 5.75
H 3.10 -2.91 4.51
H -0.67 -0.43 6.50
H -1.78 1.73 6.96
H -2.33 3.25 5.08
H 5.66 2.71 -1.85
H 7.26 0.84 -1.52
H 6.40 -1.41 -0.96
H 4.26 -0.89 1.68
H 5.58 -2.02 1.95
H 4.02 -2.30 2.72
H 3.91 -4.55 1.81
H 3.70 -6.79 0.82
H 3.43 -6.98 -0.91
H 2.08 -6.58 0.16
H 3.01 -4.99 -2.34
H 3.50 -3.29 -3.85
H 4.40 -1.86 -3.33
H 2.64 -1.85 -3.28
H 4.00 2.54 0.83
H 2.68 3.47 1.52
H 4.12 4.30 0.94
H 1.79 5.41 -0.05
H 0.53 6.80 -1.52
H -0.47 5.81 -2.59
H 0.90 6.69 -3.24
H 1.36 4.24 -4.14
H 2.32 2.29 -4.96
H 2.49 0.96 -3.79
H 3.90 1.93 -4.24
H -3.82 1.13 2.83
H -4.75 1.64 1.42
H -4.91 2.52 2.95
H -4.32 3.86 0.39
H -3.60 5.60 -1.11
H -1.88 6.04 -1.17
H -2.96 6.84 -0.04
H -0.48 5.63 0.97
H 0.98 4.84 2.63
H 0.95 3.08 2.83
H 0.18 4.11 4.03
N -2.06 -0.09 -4.41
C -1.42 0.45 -5.62
C -1.67 1.94 -5.81
C -1.09 2.77 -4.66
C -2.12 3.20 -3.60
N -1.61 2.88 -2.26
H -1.75 -1.05 -4.31
H -3.06 -0.15 -4.54
H -1.77 -0.08 -6.52
H -0.34 0.29 -5.53
H -2.74 2.13 -5.92
H -1.20 2.24 -6.75
H -0.58 3.65 -5.04
H -0.33 2.15 -4.15
H -3.05 2.66 -3.73
H -2.34 4.27 -3.71
H -2.21 3.27 -1.54
H -0.69 3.30 -2.13
O -4.85 -0.45 -3.63
S -5.08 0.64 -2.66
N -3.91 1.16 -1.92
O -2.51 -2.04 -2.02
C -3.29 -2.93 -1.65
C -4.60 -2.67 -0.96
C -4.67 -3.25 0.47
C -5.00 -4.74 0.56
C -3.94 -5.64 -0.08
C -3.78 -5.38 -1.58
N -2.96 -4.21 -1.88
H -5.41 -3.07 -1.57
H -4.72 -1.59 -0.90
H -5.43 -2.69 1.01
H -3.72 -3.04 0.98
H -5.96 -4.92 0.07
H -5.11 -5.01 1.61
H -4.24 -6.68 0.06
H -2.98 -5.50 0.42
H -4.77 -5.25 -2.03
H -3.31 -6.23 -2.06
H -2.05 -4.35 -2.29
```

---

Question: energy relative to the best compared isomer or geometry (same formula, charge and spin) of number 2 (C58H72F10N12O4PS2)?
Answer: 185.5 kJ/mol